No. 1
16
Properties=species:S:1:pos:R:3:lowdin_charge:R:1 method="wB97M-V/def2-TZVPD" gap_ev="5.465 / 8.713" max_force_ev_per_a=5.04 e_above_lowest_kj_mol=868.09 multiplicity=1
C -0.687 1.164 0.931 -0.050
C 0.192 -1.700 -0.556 -0.265
C 0.467 1.621 0.605 0.085
C 1.354 -1.276 -0.365 -0.594
C -1.438 -0.132 0.547 -0.184
C -1.034 -0.827 -0.778 -0.198
N 1.612 1.836 0.000 -0.444
O 2.655 1.510 0.525 -0.169
O 1.492 2.348 -1.176 -0.003
I 3.285 -1.048 0.127 1.128
H -1.204 1.656 1.716 0.100
H 0.104 -2.768 -0.692 0.104
H -1.308 -0.824 1.356 0.101
H -2.567 0.014 0.392 0.135
H -1.128 0.005 -1.586 0.155
H -1.795 -1.580 -1.046 0.101

=====

No. 2
21
Properties=species:S:1:pos:R:3:lowdin_charge:R:1 method="wB97M-V/def2-TZVPD" gap_ev=7.837 max_force_ev_per_a=5.87 e_above_lowest_kj_mol=419.36 multiplicity=1 charge=-2
Sn 0.190 0.677 -0.176 1.730
B -0.028 -1.555 -1.200 -0.430
H -0.333 -0.912 -2.011 -0.030
H 1.001 -1.321 -0.975 -0.024
H -0.703 -1.385 -0.376 -0.041
H -0.073 -2.605 -1.446 -0.016
B 0.386 -0.946 2.055 -1.464
F 0.139 -0.452 3.328 0.141
F 0.736 -2.277 2.120 0.152
F -0.749 -0.833 1.301 0.066
F 1.410 -0.276 1.498 0.139
B -2.144 1.383 1.367 -1.468
F -2.432 0.508 0.322 0.103
F -0.858 1.834 1.453 0.055
F -2.854 2.529 1.132 0.123
F -2.681 0.871 2.514 0.156
B 1.807 0.973 -2.147 -1.533
F 0.636 0.186 -2.369 -0.075
F 2.530 0.451 -1.059 0.086
F 2.574 0.928 -3.274 0.145
F 1.446 2.221 -2.056 0.183

=====

No. 3
103
Properties=species:S:1:pos:R:3:lowdin_spin:R:1 method="wB97M-V/def2-TZVPD" gap_ev="5.335 / 5.780" max_force_ev_per_a=1.42 e_above_lowest_kj_mol=0.00 multiplicity=6 charge=-2
Mn -0.023 1.204 0.347 3.840
C 0.693 1.574 4.940 0.002
Si 0.379 0.274 3.605 0.003
C 2.051 -0.445 3.146 0.000
C -0.418 -1.240 4.454 0.000
N -0.625 0.778 2.283 0.004
C -1.977 0.913 2.550 0.004
C -2.515 1.187 3.824 0.002
C -3.876 1.200 4.092 0.000
C -4.788 0.954 3.081 0.002
C -4.307 0.734 1.794 0.001
C -2.951 0.737 1.541 0.003
O -2.431 0.559 0.258 0.030
C -3.262 0.160 -0.771 0.003
C -3.259 -1.168 -1.166 0.001
C -4.045 -1.571 -2.238 0.000
C -4.829 -0.645 -2.911 0.001
C -4.813 0.685 -2.512 0.001
C -4.032 1.096 -1.444 0.006
H 1.759 1.804 4.991 0.000
H 0.360 1.228 5.924 0.000
H 0.181 2.508 4.707 0.000
H 2.349 -1.121 3.955 0.000
H 2.813 0.328 3.041 0.000
H 2.022 -1.010 2.213 0.000
H -0.029 -1.355 5.471 0.000
H -0.142 -2.145 3.902 0.000
H -1.507 -1.186 4.516 0.000
H -1.832 1.411 4.631 0.000
H -4.215 1.416 5.099 0.000
H -5.854 0.957 3.267 0.000
H -5.002 0.579 0.982 0.000
H -2.623 -1.878 -0.656 0.000
H -4.031 -2.609 -2.550 0.000
H -5.440 -0.956 -3.750 0.000
H -5.396 1.423 -3.048 0.000
H -4.007 2.135 -1.142 0.005
O 2.031 0.747 0.599 0.053
N 3.268 1.136 0.817 0.005
C 4.223 0.517 0.084 0.004
C 5.554 0.781 0.227 0.000
C 5.926 1.746 1.177 0.002
C 4.960 2.361 1.917 0.000
C 3.567 2.074 1.785 0.003
S 2.372 2.775 2.720 0.011
H 3.824 -0.191 -0.627 0.000
H 6.272 0.266 -0.395 0.000
H 6.969 2.007 1.318 0.000
H 5.207 3.105 2.661 0.000
F -3.155 4.906 -1.592 0.093
Te -1.784 3.805 -0.761 0.201
F -0.453 4.536 -1.956 0.043
F -2.178 2.771 -2.522 0.212
F -1.393 5.474 0.083 0.014
F -3.106 3.720 0.726 0.141
O -0.406 3.060 0.397 0.317
C 0.593 -7.365 0.517 0.000
C 0.256 -5.899 0.563 0.000
C 1.148 -4.949 0.092 0.000
C 0.863 -3.587 0.126 0.000
C 1.883 -2.619 -0.405 0.000
C -0.367 -3.188 0.675 0.000
C -0.736 -1.765 0.743 0.005
O -0.195 -0.907 0.079 0.012
C -1.291 -4.133 1.156 0.000
C -2.642 -3.738 1.702 0.000
C -0.961 -5.477 1.088 0.000
H 1.510 -7.542 -0.043 0.000
H -0.211 -7.936 0.049 0.000
H 0.732 -7.762 1.525 0.000
H 2.101 -5.270 -0.316 0.000
H 2.825 -3.141 -0.584 0.000
H 2.049 -1.780 0.272 0.000
H 1.546 -2.167 -1.340 0.000
H -1.578 -1.484 1.386 0.001
H -2.553 -3.131 2.602 0.000
H -3.214 -4.632 1.951 0.000
H -3.221 -3.160 0.979 0.000
H -1.673 -6.214 1.446 0.000
N 0.102 1.249 -1.497 -0.070
C 0.800 1.533 -2.493 0.022
C 0.238 1.316 -3.872 -0.005
C -0.754 0.357 -4.052 0.006
C -1.302 0.135 -5.304 0.000
C -0.870 0.881 -6.395 0.005
C 0.103 1.854 -6.218 -0.001
C 0.657 2.067 -4.962 0.003
C 2.195 2.086 -2.392 0.001
C 2.477 3.091 -1.472 0.005
C 3.773 3.574 -1.356 0.000
C 4.792 3.063 -2.149 0.004
C 4.515 2.054 -3.063 -0.001
C 3.220 1.571 -3.184 0.004
H -1.105 -0.180 -3.178 0.001
H -2.080 -0.609 -5.428 0.000
H -1.303 0.716 -7.375 0.000
H 0.426 2.459 -7.058 0.000
H 1.401 2.841 -4.819 0.000
H 1.680 3.470 -0.844 0.001
H 3.986 4.345 -0.625 0.000
H 5.804 3.438 -2.044 0.000
H 5.310 1.636 -3.672 0.000
H 2.995 0.786 -3.899 0.000